(1)
The following is a DFT calculation (the ωB97M-V functional and the def2-TZVPD basis) of a molecular structure, C35H39BEuN13O5.

The geometry in XYZ format:
```
94
C35H39BEuN13O5, DFT the ωB97M-V functional and the def2-TZVPD basis
Eu -0.0040 -0.3668 0.5464
N -2.2740 1.2330 0.6787
C -3.0369 0.9565 1.9159
C -2.5704 -0.2995 2.6852
O -3.4269 -0.9107 3.3348
N -1.2450 -0.4866 2.6480
C -0.7608 -1.6363 3.4220
C 0.0949 -2.6315 2.6032
O 0.3794 -3.7065 3.1138
O 0.4410 -2.2412 1.4232
H -2.2402 2.2337 0.5200
H -2.7985 0.8407 -0.0930
H -4.1040 0.8244 1.7220
H -2.9308 1.8013 2.6010
H -1.5940 -2.1858 3.8619
H -0.1095 -1.2960 4.2363
C 2.6612 -0.1848 -4.6168
C 2.2200 -0.9031 -3.3848
C 2.7929 -1.9970 -2.7725
C 1.9834 -2.2591 -1.6549
N 1.0108 -1.3450 -1.5733
N 1.1473 -0.5418 -2.6571
B 0.1386 0.5781 -2.9752
N 0.5613 1.8070 -2.1354
N 1.0957 1.6414 -0.8993
C 1.7139 2.7967 -0.6123
C 1.5047 3.7268 -1.6475
C 0.7830 3.0490 -2.6045
C 0.3459 3.5252 -3.9505
C 2.6215 3.0366 0.5221
C 2.6749 4.3020 1.1086
C 3.6000 4.5840 2.0995
C 4.4881 3.6034 2.5159
C 4.4595 2.3514 1.9217
C 3.5432 2.0722 0.9205
N -1.2817 0.0883 -2.6384
N -1.5300 -0.5415 -1.4741
C -2.7523 -1.0657 -1.5652
C -3.3167 -0.7356 -2.8090
C -2.3437 -0.0124 -3.4662
C -2.4121 0.6152 -4.8191
C -3.3340 -1.8577 -0.4756
C -2.5089 -2.5714 0.3960
C -3.0552 -3.3133 1.4299
C -4.4296 -3.3567 1.6029
C -5.2578 -2.6637 0.7333
C -4.7150 -1.9148 -0.2978
C 2.0518 -3.4398 -0.7795
C 0.9394 -4.2717 -0.6756
C 0.9896 -5.4188 0.0947
C 2.1557 -5.7514 0.7674
C 3.2668 -4.9302 0.6641
C 3.2207 -3.7832 -0.1129
H 3.5891 -0.6195 -4.9821
H 2.8281 0.8733 -4.4061
H 1.9092 -0.2572 -5.4047
H 3.6517 -2.5565 -3.1041
H 0.1901 0.8703 -4.1305
H 1.8961 4.7289 -1.7082
H 0.5824 4.5818 -4.0590
H -0.7267 3.3854 -4.0920
H 0.8568 2.9723 -4.7412
H 1.9911 5.0732 0.7738
H 3.6342 5.5731 2.5406
H 5.2117 3.8271 3.2899
H 5.1600 1.5865 2.2300
H 3.5413 1.1092 0.4332
H -4.2799 -1.0278 -3.1929
H -3.3556 0.3507 -5.2926
H -1.5942 0.2855 -5.4596
H -2.3570 1.7025 -4.7410
H -1.4359 -2.5801 0.2357
H -2.3960 -3.8448 2.1051
H -4.8522 -3.9171 2.4261
H -6.3322 -2.6901 0.8669
H -5.3613 -1.3509 -0.9606
H 0.0330 -4.0045 -1.2060
H 0.1124 -6.0471 0.1848
H 2.1960 -6.6377 1.3872
H 4.1722 -5.1789 1.2042
H 4.0841 -3.1314 -0.1770
N -0.9982 1.8205 4.8343
N -0.7162 2.8409 3.9325
C -0.3027 2.7454 2.6401
N -0.7108 3.7812 1.8227
N 0.3228 1.7740 1.9777
N 1.1620 0.9463 2.6169
O 1.5097 1.1331 3.8264
O 1.6879 0.0389 1.8738
H -0.1632 1.6152 5.3603
H -1.2337 0.9848 4.3080
H -1.1168 3.7159 4.2150
H -1.0067 4.6463 2.2343
H -0.2361 3.8335 0.9396
```

Computed properties:
E ... -86546.8960 eV
LUMO energy (spin up / spin down) ... 2.112 / 2.106 eV
Charge ... -1
ΔE to the lowest compared entry with this formula, charge and spin ... 162.0 kJ/mol
2S+1 ... 8
HOMO-LUMO gap (spin up / spin down) ... 0.1720 / 0.2612 Ha

Löwdin population analysis, charges in e, atoms 1 to 4: number 1, Eu, carries 1.90; number 2, N, carries -0.02; number 3, C, carries -0.16; number 4, C, carries -0.60

(2)
The following is a DFT calculation (the ωB97M-V functional and the def2-TZVPD basis) of a molecular structure, C35H39N4O5PdSi.

The geometry in XYZ format:
```
85
C35H39N4O5PdSi, DFT the ωB97M-V functional and the def2-TZVPD basis
Pd 0.2204 -0.2840 -0.2260
O -2.2673 4.6600 0.2975
C -2.2389 4.4807 -1.0246
C -2.6255 5.5613 -1.8224
C -2.6555 5.4529 -3.1938
C -2.2970 4.2582 -3.8211
C -1.8780 3.1980 -3.0551
C -1.8270 3.2831 -1.6557
C -1.3091 2.1259 -0.9189
O -0.6903 1.2146 -1.5331
N -1.5346 2.0948 0.4142
N -1.1806 0.9753 1.0021
C -1.4663 0.8628 2.2757
C -1.3268 -0.3011 3.0512
C -1.6216 -0.2120 4.4328
C -1.6044 -1.3112 5.2388
C -1.3094 -2.5874 4.6889
C -1.0105 -2.7268 3.3719
C -0.9605 -1.5982 2.4836
O -0.6096 -1.7690 1.2900
H -2.0636 3.8030 0.7286
H -2.9226 6.4729 -1.3215
H -2.9734 6.2995 -3.7877
H -2.3598 4.1628 -4.8962
H -1.5892 2.2609 -3.5133
H -1.8854 1.7382 2.7703
H -1.8578 0.7599 4.8479
H -1.8222 -1.2166 6.2933
H -1.3117 -3.4539 5.3373
H -0.7739 -3.6942 2.9475
C 1.6611 0.5234 1.4025
Si 3.1800 -0.3602 0.8064
C 3.3161 0.3825 -0.9632
N 2.0493 0.2804 -1.6927
C 1.7287 -1.1043 -2.0666
C 0.9469 -1.1914 -3.3702
C 1.7345 -0.5662 -4.5342
C 2.5502 0.6489 -4.0663
C 1.9208 1.2353 -2.8043
C 4.7919 0.0276 1.6996
C 5.4901 -0.9785 2.3703
C 6.6766 -0.7009 3.0328
C 7.1802 0.5915 3.0404
C 6.4926 1.6065 2.3900
C 5.3074 1.3256 1.7293
C 3.0886 -2.2404 0.6923
C 3.9916 -2.9104 -0.1392
C 3.9772 -4.2907 -0.2518
C 3.0451 -5.0324 0.4639
C 2.1676 -4.3885 1.3223
C 2.2002 -3.0059 1.4458
H 1.6911 1.6023 1.2588
H 1.2698 0.2652 2.3830
H 4.1323 -0.0799 -1.5319
H 3.5627 1.4396 -0.8499
H 1.1371 -1.5389 -1.2091
H 2.6434 -1.6967 -2.1491
H -0.0133 -0.6907 -3.2547
H 0.7490 -2.2420 -3.5825
H 1.0296 -0.2627 -5.3082
H 2.4001 -1.3071 -4.9790
H 2.5801 1.4159 -4.8390
H 3.5815 0.3607 -3.8483
H 0.8693 1.4487 -2.9835
H 2.4005 2.1671 -2.5116
H 5.1038 -1.9907 2.3705
H 7.2084 -1.4939 3.5425
H 8.1081 0.8087 3.5530
H 6.8821 2.6163 2.3996
H 4.7756 2.1292 1.2296
H 4.7367 -2.3414 -0.6879
H 4.6973 -4.7901 -0.8872
H 3.0182 -6.1097 0.3642
H 1.4644 -4.9693 1.9065
H 1.5441 -2.5211 2.1544
N -2.8254 -4.1899 -2.1036
C -3.4929 -3.0681 -1.4365
C -2.4894 -1.9522 -1.1362
O -2.7606 -0.9351 -0.5624
O -1.2585 -2.2003 -1.6036
H -3.3805 -4.5726 -2.8558
H -2.6265 -4.9440 -1.4584
H -1.3485 -3.0742 -2.0642
H -3.9707 -3.3454 -0.4960
H -4.2623 -2.6370 -2.0753
```

Computed properties:
E ... -64474.7265 eV
LUMO energy (spin up / spin down) ... -2.788 / -5.315 eV
Charge ... +1
ΔE to the lowest compared entry with this formula, charge and spin ... 95.2 kJ/mol
2S+1 ... 5
HOMO-LUMO gap (spin up / spin down) ... 0.2777 / 0.1941 Ha

Löwdin population analysis, charges in e, atoms 1 to 4: number 1, Pd, carries 1.05; number 2, O, carries 0.08; number 3, C, carries -0.26; number 4, C, carries 0.00

(3)
The following is a DFT calculation (the ωB97M-V functional and the def2-TZVPD basis) of a molecular structure, C35H40FeN6O3PSSeTe.

The geometry in XYZ format:
```
89
C35H40FeN6O3PSSeTe, DFT the ωB97M-V functional and the def2-TZVPD basis
Fe -0.2484 -1.4910 0.6453
N 2.6421 -2.8433 1.5416
C 3.0493 -1.8940 2.4315
C 4.2718 -2.0371 3.0649
C 4.7162 -1.1487 4.0489
C 3.9465 -0.0846 4.4213
C 2.7016 0.1183 3.7895
C 1.8921 1.2228 4.1425
C 0.7029 1.4212 3.5179
C 0.3247 0.5135 2.5137
N 1.0364 -0.5319 2.1479
C 2.2323 -0.7669 2.7850
H 1.9171 -2.6809 0.8618
H 3.3476 -3.4851 1.2235
H 4.8924 -2.8822 2.7911
H 5.6784 -1.3175 4.5151
H 4.2691 0.6110 5.1846
H 2.2428 1.9012 4.9111
H 0.0594 2.2590 3.7492
H -0.6086 0.6699 1.9808
S -2.2800 -0.5700 0.1306
C -1.7749 -0.1113 -1.4316
N -2.7614 0.3278 -2.2914
N -2.2548 0.7388 -3.4351
C -3.0561 1.2255 -4.4589
C -2.4424 1.6596 -5.6340
C -3.2158 2.1460 -6.6722
C -4.5986 2.2047 -6.5493
C -5.2010 1.7715 -5.3749
C -4.4424 1.2815 -4.3255
N -0.5211 -0.1594 -1.8411
N 0.3598 -0.5125 -0.8903
C 1.6711 -0.6240 -1.3982
C 2.7491 -0.2535 -0.6000
C 4.0461 -0.3868 -1.0713
C 4.2814 -0.8915 -2.3416
C 3.2045 -1.2532 -3.1440
C 1.9073 -1.1180 -2.6826
H -1.2416 0.6936 -3.5418
H -1.3634 1.6137 -5.7241
H -2.7365 2.4821 -7.5822
H -5.2012 2.5859 -7.3626
H -6.2777 1.8160 -5.2734
H -4.8967 0.9419 -3.4064
H 2.5652 0.1735 0.3740
H 4.8739 -0.0853 -0.4413
H 5.2941 -0.9977 -2.7081
H 3.3787 -1.6512 -4.1359
H 1.0650 -1.4165 -3.2904
C 1.7569 -6.1997 -1.0169
C 0.2544 -6.3612 -0.9525
O -0.2941 -5.6762 0.2014
P -0.6461 -4.1309 0.1109
O 0.4832 -3.2365 -0.3560
Te -1.3468 -3.3586 2.2378
O -1.7561 -4.0092 -1.0237
C -3.0741 -4.5665 -0.8651
C -3.9939 -3.8421 -1.8176
H 2.1576 -6.8191 -1.8209
H 2.2091 -6.5173 -0.0772
H 2.0258 -5.1614 -1.2075
H -0.0291 -7.4038 -0.8198
H -0.2283 -5.9836 -1.8566
H -3.3926 -4.4288 0.1714
H -3.0268 -5.6373 -1.0773
H -4.0527 -2.7858 -1.5550
H -4.9937 -4.2752 -1.7678
H -3.6290 -3.9260 -2.8415
C -0.8246 6.1177 4.9481
C -0.6071 5.2909 3.7128
C -1.6558 4.5778 3.1422
C -1.4921 3.8341 1.9818
C -2.6705 3.0869 1.4235
C -0.2154 3.7932 1.3744
Se 0.0736 2.6967 -0.1171
C 0.8606 4.5135 1.9418
C 2.2381 4.4836 1.3434
C 0.6401 5.2481 3.0964
H -1.6024 5.6887 5.5792
H -1.1393 7.1285 4.6788
H 0.0904 6.2033 5.5337
H -2.6324 4.6061 3.6134
H -3.5905 3.4182 1.9040
H -2.5755 2.0106 1.5786
H -2.7584 3.2263 0.3473
H 2.2312 4.8488 0.3166
H 2.6243 3.4639 1.3075
H 2.9204 5.0991 1.9287
H 1.4653 5.7986 3.5351
```

Computed properties:
E ... -179179.7209 eV
LUMO energy (spin up / spin down) ... 0.050 / -1.870 eV
ΔE to the lowest compared entry with this formula, charge and spin ... 101.2 kJ/mol
2S+1 ... 6
HOMO-LUMO gap (spin up / spin down) ... 0.2474 / 0.2089 Ha

Löwdin population analysis, charges in e, atoms 1 to 4: number 1, Fe, carries 0.08; number 2, N, carries 0.15; number 3, C, carries -0.25; number 4, C, carries -0.03

(4)
The following is a DFT calculation (the ωB97M-V functional and the def2-TZVPD basis) of a molecular structure, C35H40N11SSn.

The geometry in XYZ format:
```
88
C35H40N11SSn, DFT the ωB97M-V functional and the def2-TZVPD basis
Sn -0.3227 0.1916 1.5559
C -4.3504 -0.4440 -0.9607
N -3.7520 -1.0525 0.1731
C -4.3770 -0.6441 1.4395
C -2.9686 -2.1725 0.0505
C -3.0726 -2.9977 -1.0751
C -2.0896 -4.0005 -1.2995
C -0.9182 -4.0146 -0.4881
C -0.8350 -3.2840 0.6621
C -1.9128 -2.4383 1.0220
N -1.8843 -1.7703 2.2654
C -1.3905 -2.3988 3.4553
C -1.5348 -3.7723 3.7512
C -0.7379 -4.3706 4.7467
C 0.2913 -3.6506 5.2741
C 0.4808 -2.2873 5.0128
C -0.4232 -1.6307 4.1956
N -0.5447 -0.1965 4.1675
C -1.8850 0.3365 4.4632
C 0.4410 0.5539 4.9796
H -5.2322 -0.9954 -1.4337
H -4.7935 0.5204 -0.6331
H -3.6414 -0.1830 -1.8320
H -5.4383 -0.9497 1.3900
H -3.9303 -1.0082 2.3337
H -4.3591 0.4456 1.6108
H -3.8760 -2.8116 -1.8530
H -2.2231 -4.6573 -2.1577
H -0.1556 -4.6916 -0.7922
H -0.0785 -3.4057 1.4179
H -2.1091 -4.4061 3.0356
H -0.8698 -5.3707 5.0495
H 0.9370 -4.1963 5.9850
H 1.3761 -1.7031 5.3876
H -2.1026 0.1602 5.5248
H -1.8045 1.4204 4.2074
H -2.6787 -0.2017 3.8877
H 1.4245 0.1154 4.8072
H 0.1677 0.5361 6.0748
H 0.3736 1.6154 4.6890
S 4.7414 4.6077 -2.2618
N 4.8876 3.1521 -1.5837
C 3.7486 2.8489 -0.9794
C 3.5736 1.6303 -0.1944
C 4.3934 0.5213 -0.2087
C 4.0466 -0.6263 0.4954
C 2.9035 -0.4999 1.3011
N 2.2424 0.5896 1.6385
C 2.4646 1.6367 0.7081
C 1.6767 2.8280 0.8984
N -0.5425 2.5496 1.8220
C -1.2685 3.3433 1.0212
C -0.7131 4.4104 0.2127
C 0.5611 4.7911 -0.0923
C 1.6853 3.9234 0.0073
C 2.8622 4.0129 -0.8603
N 3.2540 5.0001 -1.6199
H 5.3103 0.5152 -0.8329
H 4.4627 -1.5904 0.2838
H 2.6150 -1.4143 1.8044
H -2.3781 3.1927 1.0467
H -1.5679 4.9043 -0.3628
H 0.6157 5.6981 -0.7505
C 1.2573 1.7441 -4.0169
N 0.9917 0.5895 -3.0859
C 1.9749 -0.4853 -3.3852
N 1.7901 -0.9327 -4.7887
C 2.0606 0.1556 -5.6434
N 1.0800 1.3738 -5.4318
C -0.2844 0.8098 -5.6408
N -0.6038 -0.2603 -4.7239
C -0.4095 0.1912 -3.3017
C 0.3709 -1.3311 -4.9534
H 2.2666 2.0967 -3.9802
H 0.6017 2.6012 -3.7236
H 1.6796 -1.3101 -2.7510
H 2.9802 -0.0676 -3.1532
H 1.9130 -0.1073 -6.6703
H 3.0924 0.5526 -5.5408
H -0.3835 0.4482 -6.6659
H -0.9147 1.7231 -5.5838
H -0.6396 -0.6175 -2.6145
H -0.9793 1.1394 -3.1237
H 0.3419 -1.7314 -5.9429
H 0.1952 -2.1950 -4.2718
C 0.8565 2.9796 2.0936
H 0.8449 4.0720 2.3850
H 1.1428 2.3471 2.9318
```

Computed properties:
E ... -69990.7425 eV
LUMO energy ... -4.862 eV
Charge ... +1
HOMO-LUMO gap ... 0.1474 Ha

Löwdin population analysis, charges in e, atoms 1 to 4: number 1, Sn, carries 1.50; number 2, C, carries -0.12; number 3, N, carries -0.21; number 4, C, carries -0.07